No. 1
{"formula": "C20H12BrCoN4O6", "method": "ωB97M-V/def2-TZVPD", "species": ["Co", "O", "C", "O", "C", "C", "C", "C", "C", "N", "C", "O", "O", "H", "H", "H", "Br", "C", "C", "C", "C", "C", "N", "C", "O", "O", "H", "H", "H", "N", "C", "N", "C", "C", "C", "C", "C", "C", "H", "H", "H", "H", "H", "H"], "xyz": [[-0.254418, 0.360679, -0.707506], [-3.210868, 0.984140, 2.237379], [-2.698565, 1.232476, 1.178735], [-1.175574, 0.098816, 0.933139], [-2.605440, 1.884753, 0.012462], [-3.628373, 2.839097, -0.407827], [-3.520899, 3.505755, -1.571534], [-2.381278, 3.297362, -2.445018], [-1.460729, 2.391491, -2.043828], [-1.517913, 1.677801, -0.890786], [-0.226653, 2.056207, -2.856220], [0.211906, 2.675426, -3.805214], [0.356793, 0.985218, -2.356863], [-4.479888, 2.990606, 0.244309], [-4.297499, 4.203568, -1.862162], [-2.251468, 3.833505, -3.372421], [2.792256, 3.065586, -0.484685], [3.052582, 1.691027, -2.013518], [4.327193, 1.557201, -2.557382], [4.609552, 0.308157, -3.106300], [3.803696, -0.787830, -2.763332], [2.597496, -0.558714, -2.105456], [2.264902, 0.721583, -2.087358], [1.905915, -1.543479, -1.189958], [2.229680, -2.722166, -1.219641], [0.969271, -1.094033, -0.401408], [5.085127, 2.322523, -2.443328], [5.538104, 0.153831, -3.640957], [4.155805, -1.804023, -2.896887], [0.836456, -1.181944, 3.399709], [0.466081, -0.209457, 2.549659], [-0.643779, -0.564259, 1.945799], [-1.028769, -1.822895, 2.376582], [-2.111442, -2.613296, 2.022451], [-2.198968, -3.833238, 2.656927], [-1.251997, -4.238092, 3.614901], [-0.183708, -3.440928, 3.969863], [-0.086295, -2.215689, 3.319651], [1.645278, -1.144070, 3.992974], [1.026413, 0.672455, 2.285006], [-2.825458, -2.268527, 1.288675], [-3.012659, -4.502853, 2.413853], [-1.366467, -5.206510, 4.083421], [0.544599, -3.757260, 4.704092]], "forces_ev_per_angstrom": [[-0.03, 0.42, -0.32], [0.19, -0.19, -0.01], [-0.91, 0.80, 0.06], [0.14, -0.68, 0.20], [0.53, -0.27, -0.19], [-0.21, 0.12, 0.09], [0.09, -0.08, 0.02], [-0.11, 0.01, 0.16], [0.06, 0.49, -0.36], [-0.13, -0.10, 0.09], [0.13, -0.79, 0.77], [-0.30, 0.16, -0.12], [-2.65, 0.43, -1.56], [0.00, -0.01, 0.01], [-0.02, 0.00, 0.04], [0.04, -0.01, 0.00], [-0.06, -0.11, -0.66], [0.66, -0.58, -0.39], [0.14, 0.61, -0.20], [-0.12, -0.06, 0.45], [-0.14, -0.65, -0.26], [0.79, 0.69, -0.94], [1.92, -0.12, 3.86], [-1.31, -0.63, -0.07], [0.52, 0.12, -0.07], [0.48, 0.37, -0.32], [-0.05, 0.06, -0.29], [0.08, -0.06, 0.14], [0.05, 0.04, -0.05], [-0.06, 0.02, 0.10], [0.13, -0.15, -0.20], [0.24, 0.06, -0.18], [-0.10, 0.10, 0.11], [0.01, -0.01, -0.02], [0.00, -0.02, 0.01], [-0.02, -0.01, -0.01], [-0.01, 0.00, -0.02], [0.03, 0.02, 0.05], [0.03, -0.02, -0.05], [-0.05, 0.05, 0.09], [0.00, 0.00, 0.00], [-0.01, 0.01, 0.00], [0.01, 0.00, 0.01], [0.00, -0.01, 0.00]], "total_energy_ev": -146846.883, "multiplicity": 2, "e_above_lowest_kcal_mol": 63.9, "s2": 0.81, "gap_ev": [4.4252, 4.5425], "charge": -1}



No. 2
{"formula": "C20H12CaN4O7SSe", "method": "ωB97M-V/def2-TZVPD", "species": ["Ca", "O", "C", "C", "C", "C", "C", "C", "C", "O", "N", "O", "O", "H", "H", "H", "H", "Se", "N", "C", "C", "C", "C", "C", "C", "N", "H", "H", "H", "H", "O", "C", "N", "S", "O", "O", "C", "C", "C", "C", "C", "C", "H", "H", "H", "H"], "xyz": [[-0.073918, 0.721600, 0.736586], [1.894174, -0.106653, 0.359242], [2.738864, -0.162492, 1.260685], [2.494427, -0.167738, 2.681576], [3.617702, -0.074604, 3.511610], [3.459753, -0.046590, 4.863561], [2.187335, -0.127373, 5.448145], [1.076728, -0.240299, 4.660964], [1.178586, -0.257990, 3.244459], [0.136826, -0.367138, 2.499414], [4.641511, 0.086900, 5.722984], [5.728671, 0.152569, 5.188288], [4.456851, 0.175328, 6.919336], [3.796108, -0.223386, 0.970636], [4.613304, -0.013597, 3.089097], [2.110772, -0.103208, 6.526312], [0.088052, -0.302867, 5.094278], [-2.567190, -0.931602, 2.363092], [-2.216857, -0.266356, 0.735705], [-3.376627, 0.185163, 0.263352], [-3.550763, 0.762544, -1.034206], [-4.782277, 1.182857, -1.390502], [-5.912964, 1.071852, -0.507257], [-5.799166, 0.528149, 0.723121], [-4.515075, 0.044320, 1.141064], [-4.279081, -0.544287, 2.300133], [-2.705316, 0.872216, -1.699466], [-4.923660, 1.631885, -2.365557], [-6.874778, 1.436782, -0.844731], [-6.640620, 0.442191, 1.396312], [0.691962, 2.581317, 1.732423], [0.197578, 3.233300, 0.784935], [-0.502945, 2.636625, -0.213715], [-1.102537, 3.737788, -1.276042], [-0.558641, 3.495816, -2.580379], [-2.526293, 3.844193, -1.136866], [-0.338709, 5.136214, -0.506327], [-0.379313, 6.466301, -0.874197], [0.287723, 7.368770, -0.053195], [0.957948, 6.943593, 1.094044], [0.977272, 5.601136, 1.450593], [0.318946, 4.709424, 0.628594], [-0.908147, 6.790822, -1.761217], [0.282800, 8.421026, -0.307891], [1.467996, 7.670637, 1.712918], [1.484388, 5.253163, 2.341289]], "forces_ev_per_angstrom": [[-0.47, -0.95, -0.91], [1.11, -0.34, -0.02], [-0.12, -0.13, 0.04], [0.02, 0.05, -0.18], [0.10, -0.03, -0.21], [0.13, -0.05, 0.30], [-0.05, -0.03, 0.08], [0.05, 0.01, 0.04], [-0.06, -0.19, -0.20], [0.41, -0.69, 1.49], [-0.32, 0.34, -0.16], [0.20, -0.13, -0.11], [-0.03, -0.14, 0.20], [0.09, 0.02, -0.01], [-0.03, 0.00, 0.00], [-0.01, 0.01, -0.01], [0.00, -0.01, 0.01], [-0.05, -0.11, 0.39], [-0.94, -0.14, 0.29], [0.09, -0.03, -0.28], [0.11, -0.02, 0.17], [-0.22, 0.07, -0.03], [0.04, 0.06, -0.15], [0.12, -0.07, 0.07], [-0.16, 0.02, -0.09], [0.08, -0.02, -0.23], [0.02, -0.02, 0.02], [-0.02, 0.00, 0.05], [0.04, 0.01, -0.02], [0.02, -0.03, 0.01], [-0.01, 0.66, -0.20], [-0.09, 0.19, -0.12], [-0.14, 1.71, -0.25], [0.20, -0.04, 0.08], [-0.04, 0.02, -0.02], [-0.07, -0.04, -0.04], [-0.03, 0.16, -0.02], [0.01, -0.05, 0.01], [0.02, 0.00, 0.04], [-0.03, 0.01, -0.05], [0.07, 0.12, 0.09], [-0.03, -0.16, -0.06], [0.03, -0.01, 0.03], [0.01, -0.02, 0.01], [-0.02, -0.01, -0.02], [0.00, 0.00, -0.03]], "total_energy_ev": -135848.005, "e_above_lowest_kcal_mol": 0.0, "gap_ev": 7.7282}